(1)
A structure of composition C20H30EuIN4O3PS, computed with ωB97M-V with the def2-TZVPD basis set.

Kohn-Sham gap (alpha / beta) (eV): 4.14 / 2.50
Total charge: +3
Energy (a.u.): -2970.91896
<S²>: 12.0490
Spin multiplicity: 7
F_max (eV/A): 12.62
Molar mass (g mol⁻¹): 716.39

Each line ends with the Löwdin charge.
CARTESIAN COORDINATES (ANGSTROEM)
Eu (4.66, -0.42, 5.24)  1.864
I (-2.97, 1.56, -0.47)  1.032
S (0.94, 4.00, 3.36)  0.856
P (-1.41, 0.52, -3.02)  0.922
O (3.35, -1.47, 4.30)  -0.205
O (1.09, 0.28, 2.25)  -0.028
O (2.80, 1.49, 1.59)  -0.027
N (1.38, -2.67, 0.72)  -0.090
N (-0.29, 2.71, 1.18)  0.094
N (0.08, 0.98, -0.61)  -0.064
N (0.88, 3.32, -1.82)  0.199
C (-0.77, -2.70, 4.35)  -0.014
C (1.14, 0.22, -1.36)  -0.138
C (-2.24, -1.09, -2.58)  -0.438
C (1.44, -2.53, 3.15)  -0.098
C (1.96, -1.86, 4.33)  -0.206
C (0.20, 3.22, 2.18)  -0.704
C (1.50, 2.99, -0.50)  -0.032
C (-3.58, -1.38, -3.42)  -0.127
C (0.91, -1.36, -1.34)  -0.121
C (2.30, -2.81, 1.85)  -0.151
C (1.13, -1.57, 5.51)  -0.009
C (-0.57, 3.04, -1.91)  -0.161
C (-3.76, 2.00, -3.96)  -0.173
C (2.03, -2.06, -0.46)  -0.196
C (0.04, -2.97, 3.17)  0.017
C (0.70, 1.93, 0.35)  -0.300
C (1.59, 1.20, 1.48)  -0.642
C (-1.00, 1.58, -1.48)  -0.828
C (-2.30, 1.50, -4.33)  -0.403
C (-0.27, -1.99, 5.54)  -0.021
H (-1.83, -3.04, 4.37)  0.123
H (-2.42, -1.25, -1.49)  0.043
H (1.52, -1.04, 6.41)  0.101
H (-0.07, -1.65, -0.89)  0.107
H (2.44, -2.91, -1.09)  0.135
H (3.38, -0.47, 4.33)  -0.049
H (1.69, 3.95, 0.05)  0.174
H (-3.51, -0.98, -4.47)  0.073
H (-4.50, -1.07, -2.88)  0.077
H (0.96, -1.71, -2.41)  0.124
H (-0.91, -1.77, 6.42)  0.123
H (-0.41, 0.26, -0.04)  0.151
H (-1.70, 2.37, -4.68)  0.078
H (-1.53, -1.91, -2.89)  0.071
H (-0.40, -3.52, 2.31)  0.118
H (2.17, 0.33, -0.89)  0.125
H (-2.41, 0.81, -5.22)  0.097
H (1.33, 0.61, -2.40)  0.127
H (-4.19, 2.56, -4.84)  0.095
H (0.96, 4.33, -1.95)  0.173
H (-4.45, 1.22, -3.58)  0.058
H (2.52, 2.55, -0.68)  0.164
H (-0.92, 3.35, -2.92)  0.133
H (0.87, -3.51, 0.50)  0.124
H (2.90, -1.40, -0.23)  0.119
H (2.82, -3.82, 1.90)  0.145
H (-3.65, 2.79, -3.16)  0.028
H (3.06, -1.97, 1.80)  0.113
H (-1.08, 3.74, -1.18)  0.151
H (-3.62, -2.51, -3.51)  0.090



(2)
A cluster of 3 separate species, C26H54BN4O7 in total, computed with ωB97M-V with the def2-TZVPD basis set.

Kohn-Sham gap (eV): 5.27
Total charge: +1
Energy (a.u.): -1792.90522
Relative energy (zero: lowest compared OMol25 entry of this formula, charge and spin) (kcal per mole): 292.5
Spin multiplicity: 1
F_max (eV/A): 8.94
Molar mass (g mol⁻¹): 545.55

Each line ends with the Löwdin charge.
CARTESIAN COORDINATES (ANGSTROEM)
O (4.19, -2.23, 8.92)  -0.196
O (-2.79, 3.23, -5.76)  -0.214
O (3.05, -2.65, 4.59)  -0.198
O (2.80, -0.39, 2.14)  -0.095
O (-3.93, 2.81, -10.09)  -0.178
O (-3.45, -3.54, 3.24)  -0.018
O (1.58, 1.75, 2.72)  0.036
N (-1.93, -3.27, 1.23)  -0.156
N (4.17, -0.36, 6.53)  -0.053
N (-0.02, -0.93, 0.18)  -0.043
N (-2.81, 5.10, -8.15)  -0.060
C (-3.76, 5.09, -7.03)  -0.206
C (-0.65, -2.81, 1.95)  -0.102
C (-1.58, -5.13, -0.65)  -0.122
C (-4.47, 4.12, -9.88)  -0.213
C (4.35, -2.12, 1.20)  -0.076
C (2.52, -1.34, 4.80)  -0.216
C (3.89, -0.82, 8.96)  -0.194
C (3.56, -0.27, 5.20)  -0.182
C (-1.41, 2.94, -5.93)  -0.125
C (-4.07, -1.63, 1.48)  -0.015
C (0.06, 1.82, -0.04)  0.107
C (-3.66, 2.08, -8.90)  -0.099
C (-3.16, -2.90, 2.09)  -0.260
C (-1.71, 0.36, -1.67)  0.051
C (0.57, 0.39, 0.65)  0.069
C (3.23, -0.36, 7.65)  -0.206
C (0.39, -2.28, 0.74)  -0.097
C (-1.10, -0.98, -0.93)  0.066
C (3.32, -3.37, 5.78)  -0.084
C (-1.89, -4.76, 0.94)  -0.231
C (-1.69, 3.15, -1.98)  -0.077
C (3.68, -0.60, 0.99)  -0.199
C (5.58, -2.51, 8.75)  -0.110
C (-3.42, 5.18, -9.48)  -0.188
C (-3.09, 4.63, -5.72)  -0.200
C (-1.09, 1.81, -1.23)  -0.109
B (1.68, 0.52, 1.85)  -0.402
H (-3.45, -1.14, 0.62)  0.052
H (0.22, -3.05, -0.15)  0.124
H (3.16, -0.69, 9.77)  0.121
H (4.05, -2.48, 2.30)  0.089
H (-4.88, 4.43, -10.84)  0.123
H (-5.32, 4.08, -9.19)  0.109
H (3.16, -0.63, -0.05)  0.128
H (-1.55, -2.02, -1.24)  0.123
H (-4.60, 4.42, -7.22)  0.095
H (-2.60, 5.13, -10.20)  0.122
H (4.61, 0.14, 1.02)  0.148
H (-5.11, -1.98, 1.06)  0.104
H (-4.15, -0.85, 2.35)  0.098
H (-0.95, -1.91, 2.64)  0.141
H (-1.09, 4.13, -1.74)  0.099
H (-1.25, 1.89, -5.68)  0.089
H (2.22, 2.40, 2.26)  0.140
H (3.88, -2.89, 0.46)  0.077
H (-3.87, 6.18, -9.58)  0.117
H (-1.84, -6.25, -0.91)  0.094
H (5.52, -2.11, 1.18)  0.090
H (-4.15, 6.11, -6.90)  0.124
H (-2.80, 3.28, -1.55)  0.115
H (0.50, 2.87, 0.28)  0.129
H (4.77, -0.22, 9.21)  0.121
H (-0.42, -5.01, -0.91)  0.075
H (-1.10, 3.09, -6.96)  0.072
H (-3.82, 4.77, -4.91)  0.118
H (5.88, -2.37, 7.72)  0.065
H (3.11, 0.72, 5.09)  0.116
H (2.83, 0.65, 7.78)  0.122
H (4.38, -0.33, 4.48)  0.120
H (4.33, -3.14, 6.13)  0.069
H (-1.82, 3.02, -3.15)  0.082
H (-2.96, -5.24, 1.16)  0.143
H (6.20, -1.90, 9.41)  0.090
H (2.39, -1.03, 7.45)  0.094
H (-2.56, 0.19, -2.48)  0.128
H (-3.69, 1.02, -9.14)  0.091
H (-0.13, -3.69, 2.56)  0.151
H (2.10, -1.03, 3.84)  0.078
H (2.58, -3.18, 6.56)  0.092
H (-2.22, 5.24, -5.47)  0.120
H (-2.24, 4.25, -8.12)  0.066
H (4.74, -1.21, 6.56)  0.068
H (5.73, -3.57, 9.00)  0.093
H (-0.78, 3.55, -5.26)  0.081
H (-2.66, 2.31, -8.55)  0.063
H (-2.25, -4.45, -1.34)  0.075
H (-4.41, 2.27, -8.12)  0.086
H (-1.13, -5.37, 1.59)  0.126
H (1.52, -2.37, 1.03)  0.130
H (3.30, -4.44, 5.54)  0.092
H (1.66, -1.37, 5.49)  0.116